1.
A molecular structure, C52H55FN4O6Pt, computed with the ωB97M-V functional and the def2-TZVPD basis.

The geometry in XYZ format:
```
119
Properties=species:S:1:pos:R:3:forces:R:3
Pt -0.384 -0.220 -0.658 -0.305 -1.486 0.569
F -5.647 2.329 0.930 -0.428 -0.443 -0.043
O -0.418 -2.205 -0.516 0.941 -0.177 0.037
O -2.205 -0.600 -3.098 0.085 0.478 -0.213
O 0.909 -2.577 -2.273 1.938 0.685 -2.042
O -2.466 -0.524 -0.908 0.585 0.708 0.968
O -8.236 1.076 1.029 -2.083 1.754 2.233
O -6.938 -1.576 -2.405 -0.254 0.021 0.505
N 1.616 0.040 0.074 -1.561 -0.879 0.807
N -5.405 -0.442 -1.230 2.756 -1.315 -4.382
N -0.397 1.703 -0.566 2.850 2.960 1.498
N -7.671 -0.391 -0.561 0.268 0.488 -0.201
C 3.588 -0.764 -1.815 1.263 -1.760 2.177
C 0.464 -2.762 2.746 4.353 -2.004 -2.186
C -1.230 2.970 -2.796 -5.395 -6.051 0.678
C 4.576 -1.693 -2.842 -7.108 -4.610 1.883
C 4.593 -2.334 1.471 0.728 -2.547 4.947
C 4.700 2.643 2.576 4.718 5.726 1.234
C 4.092 0.718 -1.606 1.226 -5.480 0.346
C 1.255 -0.511 3.962 -3.240 -7.253 1.910
C -1.380 -4.662 -1.397 -0.070 -1.764 1.168
C 2.225 -4.877 0.115 -1.132 -1.346 1.946
C -2.741 0.885 2.838 0.348 1.078 -6.991
C -2.263 -3.699 -2.129 4.790 -7.550 -8.634
C -0.713 2.833 3.091 -1.773 -2.298 2.339
C -1.869 -5.905 -0.895 -2.178 2.579 -2.141
C -2.123 2.839 1.045 4.507 -4.325 -2.427
C 1.263 3.502 0.520 -1.850 1.226 0.367
C 0.160 -6.413 0.141 1.967 -2.909 2.831
C -2.926 -0.568 -2.097 1.404 -0.886 -1.436
C 0.266 -2.945 -1.349 -1.648 -0.651 2.432
C -1.714 -8.171 0.161 1.298 2.976 0.940
C 2.515 3.349 1.335 -4.363 1.340 -4.596
C 4.225 1.766 1.711 -5.785 -5.961 -1.176
C 4.391 4.114 2.346 1.199 -0.063 2.863
C 3.508 -1.253 -0.297 0.721 1.213 -1.962
C 2.487 -1.503 1.885 -4.028 0.338 0.695
C -5.993 1.187 0.231 -0.146 -0.029 -0.210
C 0.645 4.757 0.476 -3.429 -2.680 -0.682
C 1.853 1.266 0.477 -2.504 2.348 -2.171
C -6.760 -0.823 -1.422 0.327 -0.540 -0.652
C 0.778 2.217 -0.015 1.968 -1.478 1.931
C 2.455 -0.987 0.555 1.647 0.359 -0.204
C -0.082 3.654 -3.174 1.119 3.658 4.840
C 3.400 -2.357 2.345 5.716 -1.522 -2.374
C 3.174 4.508 1.683 2.891 -3.438 2.097
C 1.352 5.880 0.896 -4.361 0.278 -1.753
C -1.172 -6.721 -0.112 1.190 -2.947 0.184
C -1.662 1.941 2.258 0.672 0.015 -4.021
C -5.050 0.594 -0.542 1.103 5.488 3.191
C 1.192 -1.342 2.672 -0.831 -1.359 -0.892
C -1.443 2.623 -0.451 -1.796 -0.826 7.657
C -2.907 4.444 -1.335 0.156 1.081 2.218
C 2.910 2.073 1.191 2.436 -2.224 0.283
C 4.614 -1.719 0.313 5.341 -1.376 -4.649
C -1.955 3.383 -1.358 1.774 0.288 -6.556
C 2.503 5.682 1.474 3.651 6.588 2.505
C -4.353 -0.748 -2.408 -4.616 -4.931 4.581
C -7.403 0.669 0.284 2.701 -1.756 -1.755
C -3.512 4.555 -0.031 1.334 0.176 -2.163
C 0.715 -5.212 -0.212 2.399 0.253 0.036
C -3.053 3.720 1.049 -6.545 2.243 0.429
C -0.060 -4.377 -0.998 -1.045 1.283 -0.872
C -2.382 3.145 -3.869 5.841 -2.310 -0.712
H -1.439 3.479 3.717 1.871 -0.274 -0.796
H 0.204 -0.702 4.395 1.165 2.362 -0.555
H -0.866 1.680 -2.875 -1.557 3.728 0.809
H -3.980 1.157 -0.569 -2.605 -1.908 -0.117
H 0.979 -3.693 3.396 -0.999 2.565 -1.851
H -3.967 3.592 1.754 2.200 0.552 -0.104
H 2.831 -5.787 0.418 -0.320 0.427 -2.092
H 0.201 3.529 -4.088 1.634 -0.643 -5.776
H 10.250 3.700 -2.856 -3.260 2.695 -1.610
H 2.612 -4.048 -0.437 0.712 -0.245 -1.258
H -2.885 -6.239 -1.143 0.211 0.434 -0.125
H 4.180 0.588 1.718 1.781 2.192 0.307
H -0.532 -2.820 2.919 -3.211 0.702 1.508
H -1.778 -8.706 -0.735 0.212 -0.814 -1.504
H 0.703 3.401 -2.542 1.865 -1.159 1.083
H 0.351 -3.007 1.572 0.894 -0.187 2.565
H -2.521 4.079 -3.661 -1.820 5.833 0.393
H -1.959 -3.297 -3.346 -1.138 -1.731 3.774
H -0.084 4.691 -2.866 -0.560 1.077 -0.652
H -0.860 1.411 1.622 -1.458 -0.595 1.460
H 1.981 0.164 4.047 1.614 4.216 -0.109
H -0.818 -8.482 0.732 -1.435 -1.088 0.549
H -3.250 2.622 -3.777 -2.017 -1.945 0.017
H 2.466 -4.504 1.109 -1.460 0.825 0.714
H -3.460 1.181 3.508 -1.611 0.997 1.400
H 1.696 -1.179 4.837 -0.202 0.179 -1.729
H 5.095 4.884 2.973 -1.926 -1.857 -1.763
H -4.609 -0.465 -3.363 -0.784 1.486 -1.797
H 0.703 6.779 0.660 1.779 -0.353 1.045
H -0.281 1.975 3.759 -0.058 2.122 -0.576
H 5.377 -1.264 -2.505 5.770 1.357 0.279
H -2.822 5.186 -2.256 -1.119 -1.584 2.375
H -2.369 -2.917 -1.711 1.601 11.327 5.711
H -2.201 0.092 3.131 1.980 -2.795 1.802
H -0.581 4.802 0.325 3.615 0.110 -0.318
H 5.705 2.452 3.201 -2.517 0.341 -1.377
H 0.054 3.283 2.417 -0.939 -0.037 1.155
H 9.532 4.293 -3.211 3.260 -2.695 1.610
H 2.923 6.696 1.906 -0.100 -2.175 -0.782
H 4.356 -3.060 -2.894 1.138 4.104 1.382
H 4.080 -1.610 -3.750 0.171 1.415 -2.034
H 0.879 -7.257 0.796 -2.141 2.538 -1.939
H 3.526 1.492 -1.829 -2.598 3.561 -1.274
H -3.228 -3.702 -1.873 -4.918 -2.711 -0.552
H 3.575 -3.193 3.070 -1.384 1.584 0.114
H 2.640 -1.224 -2.001 -1.549 1.720 -1.500
H 5.514 -2.870 1.870 -1.207 0.676 -0.685
H -3.284 0.299 1.778 1.282 2.232 3.132
H -2.755 -8.105 0.521 0.799 -0.361 0.813
H 0.561 -0.990 1.844 -0.500 1.254 1.011
H 4.791 0.832 -0.778 0.106 -0.075 -0.413
H -1.789 3.183 -4.803 -1.145 -0.751 -0.174
H -4.332 5.197 0.313 0.348 0.112 -0.941
H -4.879 -1.900 -2.401 2.563 2.239 -0.713
H 5.850 -1.883 -0.556 -3.763 0.573 2.879
```
Forces are in eV/Å.

The net charge is -2. Its expectation value of S² is 2.021. Its LUMO energy (alpha / beta) is 2.7 / 2.9 eV. Its spin multiplicity is 3. For the calculated total energy, the calculation gives -2903.2449 Ha.

=====

2.
2 unconnected molecules or ions with the total composition C6H10O, computed with the ωB97M-V functional and the def2-TZVPD basis.

The geometry in XYZ format:
```
17
Properties=species:S:1:pos:R:3:forces:R:3
O 0.349 1.434 -1.856 0.125 -0.442 -0.039
C 0.529 0.252 -1.697 0.045 0.405 -0.184
C -0.893 -0.082 1.644 -0.076 0.019 0.094
C -1.113 -0.805 -0.577 -0.257 -0.149 0.271
C -1.797 -0.506 0.517 -0.015 -0.140 -0.038
C 0.373 -0.496 -0.401 -0.179 0.038 -0.050
C 0.423 0.286 0.928 -0.031 0.012 -0.058
H -1.303 0.742 2.234 0.053 -0.092 -0.022
H 1.002 -1.399 -0.382 -0.202 0.166 -0.209
H 0.460 1.359 0.710 -0.107 -0.152 -0.016
H 0.658 -0.440 -2.558 0.113 0.219 -0.095
H -1.543 -1.085 -1.538 0.092 -0.183 0.298
H -2.874 -0.596 0.596 0.047 0.031 0.081
H 2.387 1.366 -0.920 0.342 0.037 0.149
H 2.787 0.857 -0.560 0.239 0.084 0.052
H 1.301 0.049 1.540 -0.153 -0.029 -0.274
H -0.744 -0.937 2.319 -0.036 0.175 0.041
```
Forces are in eV/Å.

The energy above the lowest of the compared OMol25 structures with the same formula, charge and spin is 163.68 kJ/mol. The net charge is 0. Its LUMO energy is 1.1 eV. For the calculated total energy, the calculation gives -309.7800 Ha.